Record 1
{"formula": "C23H23ClN3O9PbSi", "method": "ωB97M-V with the def2-TZVPD basis set", "species": ["Pb", "O", "C", "O", "C", "C", "C", "C", "C", "N", "C", "O", "O", "H", "H", "H", "H", "H", "Cl", "C", "C", "C", "C", "O", "C", "C", "O", "C", "H", "H", "H", "H", "O", "N", "N", "O", "C", "C", "C", "C", "C", "C", "H", "H", "H", "H", "H", "C", "Si", "C", "C", "O", "H", "H", "H", "H", "H", "H", "H", "H", "H"], "positions_angstrom": [[0.5299, 0.0796, 0.9019], [3.7920, 0.7991, 4.5317], [2.6740, 0.7268, 3.8063], [2.1662, -0.2992, 3.4430], [2.0809, 2.0799, 3.5326], [2.4849, 3.2145, 4.2214], [1.7860, 4.3915, 4.0086], [0.7185, 4.3917, 3.1252], [0.4166, 3.2165, 2.4543], [1.0935, 2.0941, 2.6468], [-0.7953, 3.0526, 1.5638], [-1.2856, 4.1314, 0.9745], [-1.3468, 1.9848, 1.4682], [4.1095, -0.1024, 4.6934], [3.3112, 3.1660, 4.9149], [2.0463, 5.2903, 4.5509], [0.1110, 5.2803, 3.0107], [-0.7105, 4.9004, 1.0710], [4.5920, -4.7118, -4.1291], [3.5562, -3.6289, -3.3285], [2.4194, -3.1299, -3.9950], [1.5861, -2.2749, -3.3448], [1.8330, -1.8597, -1.9706], [1.0121, -1.1331, -1.3999], [3.0608, -2.3502, -1.3396], [3.5458, -1.8876, -0.0175], [3.0599, -1.0239, 0.6736], [3.8589, -3.2311, -2.0101], [2.2267, -3.4370, -5.0139], [0.6941, -1.8838, -3.8164], [4.4709, -2.3920, 0.3152], [4.7518, -3.6182, -1.5325], [-1.2720, -0.7107, 2.7663], [-2.2285, -1.3947, 2.5254], [-2.4469, -1.5925, 1.1589], [-1.6622, -1.2211, 0.2682], [-3.5963, -2.3871, 0.8184], [-3.7680, -2.7236, -0.5185], [-4.8656, -3.4850, -0.8745], [-5.7749, -3.8984, 0.0913], [-5.5887, -3.5501, 1.4230], [-4.4954, -2.7924, 1.8023], [-3.0518, -2.3877, -1.2537], [-5.0126, -3.7524, -1.9117], [-6.6326, -4.4926, -0.1939], [-6.2976, -3.8706, 2.1739], [-4.3384, -2.5259, 2.8356], [-0.6629, 3.6707, -2.1438], [0.0831, 1.9565, -1.9828], [-1.4215, 0.8683, -2.3603], [1.3116, 1.7153, -3.3744], [0.7141, 1.7356, -0.4886], [-1.1287, 3.7940, -3.1237], [0.1072, 4.4438, -2.0326], [-1.4089, 3.8170, -1.3636], [-1.6769, 0.9154, -3.4202], [-2.2700, 1.2033, -1.7575], [-1.1991, -0.1681, -2.0929], [0.8911, 2.0152, -4.3358], [1.6299, 0.6714, -3.4472], [2.2125, 2.3108, -3.1977]], "homo_energy_ev": [-10.99, -10.99], "total_charge": 1, "total_energy_ha": -2673.97776}



Record 2
{"formula": "C23H23F32O7P", "method": "ωB97M-V with the def2-TZVPD basis set", "species": ["F", "C", "F", "C", "F", "F", "C", "O", "C", "F", "F", "C", "F", "F", "H", "H", "H", "H", "F", "C", "F", "C", "F", "F", "C", "O", "C", "F", "F", "C", "F", "F", "H", "H", "H", "H", "F", "C", "F", "C", "F", "F", "C", "O", "C", "F", "F", "C", "F", "F", "H", "H", "H", "H", "F", "C", "F", "C", "F", "F", "C", "O", "C", "F", "F", "C", "F", "F", "H", "H", "H", "H", "C", "P", "O", "C", "O", "C", "O", "H", "H", "H", "H", "H", "H", "H"], "positions_angstrom": [[1.2296, 5.7531, -1.9486], [0.9667, 6.6021, -2.9566], [-0.3062, 7.0385, -2.7624], [1.0995, 5.9675, -4.3464], [0.1168, 5.0642, -4.5764], [0.9050, 6.9642, -5.2615], [2.4570, 5.3108, -4.6904], [2.6106, 3.8950, -4.4675], [2.8873, 3.4577, -3.1541], [3.3333, 4.5021, -2.4310], [3.9322, 2.6054, -3.2527], [1.7062, 2.7192, -2.4999], [0.5505, 3.4046, -2.5879], [1.9350, 2.5110, -1.1789], [1.6300, 7.4644, -2.8575], [2.5663, 5.4115, -5.7738], [3.2983, 5.8718, -4.2752], [1.5513, 1.7473, -2.9785], [0.0179, -2.9377, 0.7306], [-0.2871, -2.0992, -0.2755], [-0.0292, -2.7765, -1.4238], [0.5116, -0.7887, -0.2445], [1.8190, -0.9936, -0.5342], [0.0303, -0.0002, -1.2531], [0.4240, 0.0502, 1.0521], [1.4422, -0.1302, 2.0573], [1.3259, -1.2346, 2.9271], [0.0613, -1.6942, 2.8858], [1.4999, -0.7494, 4.1776], [2.3824, -2.3231, 2.6682], [2.4499, -2.6860, 1.3753], [2.0997, -3.4489, 3.3748], [-1.3572, -1.9041, -0.2414], [0.5566, 1.0899, 0.7394], [-0.5769, 0.0197, 1.4906], [3.3755, -1.9716, 2.9640], [-5.0537, -3.2951, -1.7989], [-6.1033, -3.6972, -2.5348], [-5.8327, -4.9723, -2.9125], [-6.3614, -2.8258, -3.7710], [-5.3886, -2.9805, -4.6997], [-7.5060, -3.2906, -4.3556], [-6.5715, -1.3120, -3.5315], [-5.4335, -0.4336, -3.6446], [-4.5530, -0.3449, -2.5459], [-5.1714, -0.8214, -1.4487], [-4.3664, 0.9750, -2.3184], [-3.1854, -0.9987, -2.8112], [-3.2904, -2.2499, -3.2912], [-2.4588, -1.0799, -1.6659], [-6.9828, -3.7230, -1.8872], [-7.2328, -0.9761, -4.3351], [-7.1327, -1.1183, -2.6136], [-2.6159, -0.4128, -3.5391], [1.9146, -9.4729, 3.6186], [1.5701, -8.6951, 2.5792], [1.8558, -9.4111, 1.4613], [2.3050, -7.3489, 2.5444], [3.6187, -7.5086, 2.2555], [1.7829, -6.6345, 1.5029], [2.1865, -6.4512, 3.7984], [3.2243, -6.5450, 4.7965], [3.1662, -7.6135, 5.7164], [1.9217, -8.1267, 5.7142], [3.3356, -7.0651, 6.9417], [4.2644, -8.6680, 5.4911], [4.3322, -9.0867, 4.2142], [4.0395, -9.7684, 6.2510], [0.4882, -8.5463, 2.6098], [2.2708, -5.4236, 3.4362], [1.1917, -6.5029, 4.2488], [5.2444, -8.2601, 5.7576], [1.2161, 7.1334, 2.2556], [0.9869, 8.0740, 0.5974], [1.3381, 9.7485, 0.8734], [-0.8359, 7.8070, 0.1584], [-1.6896, 7.4267, 1.2851], [-2.0659, 8.5460, 2.0598], [-1.9597, 8.4403, 3.3010], [0.8989, 7.7943, 3.1258], [0.5319, 6.2239, 2.2571], [2.3298, 6.8645, 2.2830], [2.1312, 9.7833, 1.4619], [-1.2860, 8.6775, -0.4535], [-0.8589, 6.9084, -0.5599], [-2.4242, 9.5456, 1.6510]], "homo_energy_ev": -8.47, "smiles": "FC(F)C(F)(F)COC(F)(F)C(F)F.FC(F)C(F)(F)COC(F)(F)C(F)F.FC(F)C(F)(F)COC(F)(F)C(F)F.FC(F)C(F)(F)COC(F)(F)C(F)F.CP(O)COC=O", "total_energy_ha": -4953.89903}